Record 1
DFT (ωB97M-V with the def2-TZVPD basis set) results for a molecular structure, C15H19Cl2F5O2Ta at a distorted geometry.

LUMO in eV: 2.069
Charge: -1
Strongest force on any atom in eV Å⁻¹: 3.33
Kohn-Sham gap in eV: 7.599

XYZ file:
```
44
Properties=species:S:1:pos:R:3:lowdin_charge:R:1
C -4.4487 -1.7070 0.6046 -0.065
C -4.2639 -2.9309 -0.3325 -0.273
O -3.9883 -2.4887 -1.6506 -0.156
C -2.6036 -2.4901 -1.9756 -0.205
C -2.1090 -1.0775 -2.3475 -0.322
O -1.6935 -0.3977 -1.1540 -0.441
Ta 0.1130 0.6060 -1.3483 1.519
C -0.6064 2.1460 0.2143 -0.778
Cl -0.2987 1.9666 1.9723 0.520
C -1.2842 3.2551 -0.1143 -0.834
C -1.6473 3.6772 -1.5214 -0.192
Cl -1.8554 4.4007 1.1359 0.535
C 1.0324 -0.8481 0.2724 -0.554
F 0.1842 -1.1107 1.3224 -0.027
F 1.2256 -2.0984 -0.3704 -0.093
C 2.4171 -0.4584 0.7448 -0.198
C 3.5149 -0.7618 -0.0494 -0.053
C 4.7919 -0.4255 0.3232 -0.076
C 5.0478 0.2707 1.4994 -0.032
C 3.9554 0.5636 2.2859 -0.129
C 4.1565 1.3251 3.5871 -0.560
F 5.2560 0.8363 4.2298 0.103
F 4.3382 2.6409 3.3990 0.146
F 3.1329 1.1393 4.4435 0.125
C 2.6711 0.1950 1.9327 0.006
H -4.1433 -1.9388 1.6330 0.070
H -5.4813 -1.3410 0.5662 0.065
H -3.8051 -0.8957 0.2377 0.064
H -3.5194 -3.6388 0.0579 0.109
H -5.2265 -3.4696 -0.3273 0.105
H -1.9569 -2.9418 -1.2121 0.125
H -2.4895 -3.1096 -2.8871 0.118
H -1.2968 -1.1981 -3.0778 0.056
H -2.9820 -0.5705 -2.7890 0.118
H -0.5002 1.5602 -2.7944 -0.125
H 0.7797 -0.6092 -2.5858 -0.119
H 1.7335 1.5044 -1.4004 -0.133
H -0.7488 3.9596 -2.0889 0.068
H -2.1321 2.8705 -2.0781 0.041
H -2.2866 4.5682 -1.5047 0.051
H 3.4204 -1.2903 -0.9961 0.116
H 5.6630 -0.6836 -0.2779 0.103
H 6.0564 0.5532 1.7910 0.117
H 1.8772 0.4434 2.6301 0.084
```

=====

Record 2
DFT (ωB97M-V with the def2-TZVPD basis set) results for a molecular structure, C2H2DyLiO2 at a distorted geometry.

ΔE to the lowest compared entry with this formula, charge and spin in kJ/mol: 530.9
LUMO (alpha / beta) in eV: -9.629 / -9.608
Charge: +2
Strongest force on any atom in eV Å⁻¹: 8.72
Multiplicity: 6
Kohn-Sham gap (alpha / beta) in eV: 8.028 / 6.514

XYZ file:
```
8
Properties=species:S:1:pos:R:3:lowdin_charge:R:1
C 0.9371 3.6188 0.2858 -0.027
C -0.4194 3.4375 0.6225 -0.221
O -1.2155 2.6962 -0.1860 -0.217
O 1.6057 2.6600 -0.3365 0.124
H 0.2540 4.6076 -0.2132 0.253
Dy -1.9077 -0.6830 1.4123 1.496
Li -2.7300 1.8200 0.8085 0.443
H -0.6148 3.4053 1.7095 0.150
```

=====

Record 3
DFT (ωB97M-V with the def2-TZVPD basis set) results for a molecular structure, C6H13NO4 at a distorted geometry.

ΔE to the lowest compared entry with this formula, charge and spin in kJ/mol: 346.1
LUMO in eV: 0.427
Charge: 0
Strongest force on any atom in eV Å⁻¹: 6.62
Kohn-Sham gap in eV: 9.334

XYZ file:
```
24
Properties=species:S:1:pos:R:3:lowdin_charge:R:1
C 2.7423 0.3983 -0.6200 -0.092
C 0.7603 0.3777 0.7219 -0.295
C 0.4174 -1.1068 0.6885 -0.327
C -0.6941 -1.2285 -0.4236 -0.177
C -1.2695 0.2920 -0.5639 -0.270
C -0.5466 1.0868 0.6332 -0.308
H 3.0327 0.6725 -1.6904 0.111
H 3.3351 1.0210 0.0995 0.097
H 2.8686 -0.7905 -0.4150 0.124
H 1.2971 0.6600 1.6402 0.167
H 1.3188 -1.6241 0.3351 0.122
H 0.5147 -1.3425 2.8592 0.121
H -0.1394 -2.5968 1.9286 0.118
H -1.4145 -2.0101 -0.2417 0.138
H 0.7145 -1.1254 -1.8619 0.111
H -1.1064 0.7976 -1.5637 0.160
H -3.1817 0.6632 -1.4146 0.270
H -1.2071 0.9234 1.4781 0.156
H -0.9795 2.9955 0.3443 0.152
N -0.1243 -1.5058 1.9812 0.027
O 1.3622 0.6296 -0.5362 -0.186
O -0.1190 -1.6932 -1.7028 -0.085
O -2.6431 0.3668 -0.3160 -0.127
O -0.1804 2.3694 0.3072 -0.008
```

=====

- The highest strongest force on any atom belongs to which entry?
  C2H2DyLiO2

=====

- Among the records above, which one has the lowest charge?
  C15H19Cl2F5O2Ta

=====

- What is the charge in the third record?
  0